ORCA calculation (ωB97M-V with the def2-TZVPD basis set) on a structure of composition C14H5F5IN4O6ReS2.

```
38
C14H5F5IN4O6ReS2, DFT ωB97M-V with the def2-TZVPD basis set
Re -0.373 -1.614 0.914
S 0.264 -1.778 3.262
C -0.922 -2.843 3.913
C -0.905 -3.017 5.308
N -0.891 -3.140 6.449
C -1.860 -3.507 3.152
S -1.990 -3.318 1.435
C -2.791 -4.377 3.740
N -3.564 -5.095 4.194
O 3.246 0.512 0.908
C 2.206 0.439 0.288
O 1.221 -0.320 0.543
C 2.015 1.322 -0.959
C 3.014 2.201 -1.360
C 2.822 2.996 -2.485
C 1.651 2.928 -3.232
C 0.676 2.032 -2.828
C 0.848 1.237 -1.704
N -0.543 1.889 -3.594
O -1.125 0.830 -3.518
O -0.897 2.831 -4.268
N 3.862 3.914 -2.898
O 3.654 4.585 -3.888
O 4.875 3.961 -2.236
H 3.939 2.266 -0.805
H 1.499 3.556 -4.099
H 0.052 0.570 -1.413
I 0.987 -3.490 -0.866
C -0.726 -2.154 -1.118
H -1.566 -2.783 -1.407
H -0.484 -1.473 -1.934
F -1.060 0.937 2.074
C -1.637 0.049 1.212
F -1.761 0.756 0.036
C -3.084 -0.164 1.687
F -3.134 -0.819 2.854
F -3.759 -0.894 0.788
F -3.758 0.977 1.855
```

Calculated values
**Frontier orbital gap (alpha / beta)**: 5.87 / 6.43 eV
**LUMO (alpha / beta)**: 0.005 / 0.029 Ha
**Charge**: -1
**⟨S²⟩**: 0.85
**E_HOMO (alpha / beta)**: -0.211 / -0.207 hartree
**Spin multiplicity**: 2

---

ORCA calculation (ωB97M-V with the def2-TZVPD basis set) on a cluster of 2 separate species, C4H9N in total.

```
14
C4H9N, DFT ωB97M-V with the def2-TZVPD basis set
C -0.746 0.202 -1.120
C -1.749 -0.181 -0.334
N -1.979 0.055 1.003
H -0.234 1.153 -1.159
H -0.500 -0.423 -1.971
H -2.341 -1.037 -0.654
H -2.310 -0.653 1.625
H -1.549 0.869 1.408
C 2.341 -0.150 -0.491
C 2.136 0.085 0.795
H 2.291 0.634 -1.243
H 2.614 -1.106 -0.922
H 2.246 1.050 1.274
H 1.706 -0.677 1.439
```

Calculated values
**Frontier orbital gap**: 8.95 eV
**LUMO**: 0.040 Ha
**Charge**: 0
**E_HOMO**: -0.289 hartree
**SMILES**: C=CN.C=C

---

| no. | largest force on an atom (eV Å⁻¹) |
| --- | --- |
| 1 | 1.894 |
| 2 | 2.422 |